The following is a quantum chemistry calculation of a gas-phase ion, C5H10NOS (charge -1) in a non-equilibrium geometry, from the OMol25 dataset.

Last columns: bonded neighbours and bond lengths (Å).
Element x y z (Å)
1 C -0.019 -1.458 -0.364  N2 1.454, H9 1.090, H10 1.104, H11 1.096
2 N -0.744 -0.235 -0.668  C1 1.454, C3 1.442, C4 1.372
3 C -2.179 -0.364 -0.729  N2 1.442, H12 1.096, H13 1.089, H14 1.112
4 C -0.204 1.008 -0.452  N2 1.372, O5 1.236, C6 1.498
5 O -0.849 2.002 -0.803  C4 1.236
6 C 1.212 1.192 0.002  C4 1.498, C7 1.554, H15 1.091, H16 1.101
7 C 1.440 0.636 1.435  C6 1.554, S8 1.843, H17 1.092, H18 1.092
8 S 2.744 -0.648 1.648  C7 1.843
9 H -0.675 -2.228 0.042  C1 1.090
10 H 0.522 -1.783 -1.269  C1 1.104
11 H 0.758 -1.355 0.402  C1 1.096
12 H -2.589 0.583 -1.099  C3 1.096
13 H -2.595 -0.757 0.198  C3 1.089
14 H -2.448 -1.110 -1.509  C3 1.112
15 H 1.928 0.629 -0.597  C6 1.091
16 H 1.456 2.255 -0.153  C6 1.101
17 H 1.694 1.482 2.077  C7 1.092
18 H 0.548 0.152 1.840  C7 1.092

The energy relative to the best compared isomer or geometry (same formula, charge and spin) comes out at 64.4 kJ/mol. The orbital gap comes out at 6.224 eV. Its spin multiplicity is 1. As for the SMILES: CN(C)C(=O)CC[S-]. Its net charge is -1. The HOMO energy is -2.662 eV. The value obtained for the max |F| is 2.0 eV Å⁻¹.